Record 1
105
Properties=species:S:1:pos:R:3 method="wB97M-V/def2-TZVPD" homo_energy_ev=-4.38 energy_ev=-74091.23657 orbital_gap_ev=5.79 charge=-1 multiplicity=1
C -3.03 2.86 -2.32
C -3.11 1.54 -3.25
O -2.73 0.42 -2.39
P -1.17 -0.15 -2.85
O -0.23 1.07 -2.68
C -0.79 -1.56 -1.67
C 0.71 -2.08 -1.66
C 1.79 -1.03 -1.13
B 1.56 -0.71 0.50
C 1.64 0.89 0.88
N 0.40 1.61 0.35
O -1.33 -0.62 -4.48
C -0.17 -1.35 -4.97
C 1.19 -0.53 -5.01
H -2.17 3.53 -2.60
H -2.84 2.51 -1.25
H -4.02 3.42 -2.32
H -4.17 1.43 -3.65
H -2.44 1.67 -4.15
H -1.12 -1.23 -0.62
H -1.49 -2.42 -1.95
H 1.08 -2.48 -2.66
H 0.74 -2.96 -0.93
H 2.81 -1.56 -1.18
H 1.91 -0.09 -1.76
H 2.44 -1.26 1.11
H 0.53 -1.17 0.91
H 2.58 1.39 0.45
H 1.68 0.95 2.02
H -0.17 0.85 -0.06
H 0.76 2.21 -0.41
H -0.12 -2.34 -4.42
H -0.42 -1.62 -6.06
H 1.60 -0.28 -3.97
H 1.99 -1.12 -5.57
H 0.98 0.42 -5.62
O 0.75 1.42 4.29
H 1.51 0.89 4.57
H 0.57 1.11 3.39
O 4.04 -2.47 -2.86
H 4.31 -1.59 -3.15
H 4.81 -2.82 -2.41
O -1.27 3.38 5.14
H -0.70 2.67 4.77
H -0.64 4.03 5.47
O 2.43 -3.40 2.12
H 3.27 -3.87 2.05
H 1.88 -4.00 2.63
O 2.97 -1.71 4.88
H 3.71 -2.23 5.22
H 2.77 -2.13 4.02
O 0.46 -0.41 -8.68
H -0.22 -0.04 -8.11
H 0.08 -1.25 -8.98
O -0.51 -4.56 -5.06
H -0.37 -5.34 -5.61
H -1.46 -4.39 -5.13
O 2.78 -5.78 2.82
H 3.51 -6.30 3.17
H 2.58 -6.19 1.97
O 5.23 -2.77 6.51
H 5.22 -3.38 7.25
H 6.03 -2.24 6.65
O -3.75 1.36 3.96
H -3.19 0.66 3.60
H -3.12 2.02 4.30
O -6.09 0.50 5.83
H -5.43 0.04 6.37
H -5.56 0.95 5.15
O -2.53 -0.14 1.31
H -3.12 -0.40 0.59
H -1.83 0.37 0.88
O 5.28 -0.20 -1.50
H 5.27 -0.82 -0.76
H 6.08 0.32 -1.36
O 2.69 2.52 -2.80
H 2.96 2.92 -3.64
H 1.75 2.32 -2.93
O -1.66 6.14 3.27
H -1.84 6.72 4.02
H -1.73 5.25 3.63
O -4.40 2.89 -5.87
H -4.09 2.04 -6.19
H -3.61 3.45 -5.88
O 3.68 -7.35 0.63
H 4.64 -7.38 0.70
H 3.49 -7.74 -0.23
O -7.78 1.71 3.57
H -7.12 1.25 4.12
H -7.24 2.14 2.90
O 6.02 -3.16 1.64
H 5.87 -2.50 2.33
H 5.91 -4.00 2.10
O 0.25 1.88 7.48
H -0.03 2.80 7.59
H 0.35 1.79 6.52
O 0.62 4.58 1.63
H -0.08 4.91 2.19
H 0.24 3.76 1.28
O -4.68 5.23 -4.18
H -4.51 4.45 -4.72
H -5.63 5.37 -4.27
O -5.30 2.19 1.76
H -4.66 1.72 2.33
H -4.75 2.61 1.09


Record 2
9
Properties=species:S:1:pos:R:3 method="wB97M-V/def2-TZVPD" smiles="CP(N=O)N=O" homo_energy_ev="-8.77 / -8.82" energy_ev=-17443.82882 orbital_gap_ev="7.46 / 7.55" multiplicity=1
C -1.30 -0.16 0.06
P 0.46 -0.44 0.55
N 0.80 1.22 0.75
O 1.90 1.67 0.97
N 1.04 -0.94 -0.95
O 2.18 -1.10 -1.27
H -1.68 -0.90 -0.71
H -1.38 0.87 -0.32
H -2.02 -0.22 0.92


Record 3
169
Properties=species:S:1:pos:R:3 method="wB97M-V/def2-TZVPD" homo_energy_ev=-4.19 energy_ev=-102729.18965 orbital_gap_ev=6.01 charge=-1 multiplicity=1
C -4.64 -2.03 1.80
O -5.11 -0.97 2.59
C -4.07 -0.19 3.14
C -2.94 0.18 2.15
C -2.07 1.30 2.77
C -0.80 1.68 1.96
C -0.90 3.09 1.31
C -2.27 3.18 0.63
C -2.43 4.31 -0.40
C -1.54 4.27 -1.68
C -1.08 2.87 -2.21
C -2.23 1.93 -2.59
C -1.82 0.42 -2.57
C -0.27 0.16 -2.51
Al 0.15 -1.87 -2.40
C 1.87 -1.99 -1.25
C 2.71 -0.73 -1.55
C 4.22 -0.76 -1.10
S 4.74 -2.09 0.04
C 3.75 -2.08 1.54
S 2.95 -3.47 1.91
N 3.69 -0.99 2.40
C 2.75 -1.16 3.49
C 2.72 0.16 4.33
O 3.77 1.04 4.02
C 3.56 1.48 2.70
C 3.54 0.29 1.70
H -4.48 -1.75 0.76
H -5.35 -2.85 1.79
H -3.69 -2.43 2.18
H -4.55 0.75 3.43
H -3.70 -0.67 4.04
H -2.27 -0.66 1.98
H -3.39 0.49 1.21
H -2.68 2.15 3.06
H -1.70 0.85 3.71
H 0.02 1.72 2.68
H -0.52 0.90 1.25
H -0.74 3.80 2.12
H -0.07 3.22 0.61
H -2.99 3.41 1.42
H -2.53 2.20 0.26
H -2.15 5.24 0.12
H -3.48 4.44 -0.68
H -1.95 4.88 -2.49
H -0.59 4.75 -1.39
H -0.43 2.47 -1.44
H -0.54 3.09 -3.13
H -3.06 2.05 -1.90
H -2.62 2.20 -3.57
H -2.19 -0.02 -3.50
H -2.27 -0.17 -1.77
H 0.09 0.56 -1.56
H 0.26 0.54 -3.38
H -1.07 -2.48 -1.54
H 0.32 -2.55 -3.85
H 1.51 -1.93 -0.22
H 2.41 -2.90 -1.48
H 2.28 0.19 -1.16
H 2.72 -0.62 -2.64
H 4.48 0.24 -0.75
H 4.82 -0.92 -2.00
H 1.72 -1.31 3.15
H 3.05 -1.93 4.18
H 1.72 0.62 4.20
H 2.78 -0.09 5.38
H 4.43 2.10 2.47
H 2.69 2.13 2.59
H 2.63 0.26 1.09
H 4.44 0.41 1.10
C 1.09 -7.44 -3.16
C 1.67 -6.17 -2.55
O 0.67 -5.42 -1.88
H 0.29 -7.19 -3.86
H 1.85 -8.01 -3.67
H 0.64 -8.07 -2.38
H 2.09 -5.54 -3.32
H 2.46 -6.42 -1.83
H 0.30 -5.97 -1.19
C 1.28 -1.58 9.34
C 0.83 -1.83 7.92
O 1.96 -1.94 7.04
H 1.87 -0.66 9.39
H 0.43 -1.49 10.01
H 1.92 -2.39 9.69
H 0.21 -1.01 7.55
H 0.24 -2.76 7.85
H 2.50 -2.67 7.35
C -2.51 -0.97 -7.91
C -2.35 0.38 -7.23
O -1.79 0.23 -5.93
H -3.14 -1.62 -7.31
H -2.95 -0.86 -8.90
H -1.54 -1.46 -8.01
H -3.33 0.86 -7.11
H -1.71 1.05 -7.82
H -0.92 -0.18 -6.04
C 0.96 3.87 -8.27
C 1.45 2.50 -8.69
O 0.41 1.78 -9.36
H 0.10 3.78 -7.61
H 1.74 4.42 -7.75
H 0.64 4.45 -9.14
H 1.74 1.91 -7.82
H 2.31 2.58 -9.36
H 0.15 2.29 -10.13
C 7.48 3.50 1.32
C 7.21 4.94 0.92
O 5.84 5.28 1.14
H 6.84 2.82 0.74
H 8.52 3.23 1.15
H 7.24 3.34 2.37
H 7.42 5.10 -0.13
H 7.84 5.62 1.51
H 5.65 5.16 2.07
C -4.75 3.87 -8.34
C -3.27 3.97 -8.03
O -2.66 5.02 -8.80
H -4.90 3.67 -9.40
H -5.21 3.07 -7.76
H -5.26 4.81 -8.11
H -2.76 3.04 -8.28
H -3.10 4.18 -6.97
H -3.10 5.84 -8.57
C 5.53 -10.27 -2.40
C 5.22 -8.81 -2.68
O 3.83 -8.54 -2.48
H 4.95 -10.92 -3.05
H 6.59 -10.48 -2.56
H 5.28 -10.54 -1.37
H 5.45 -8.56 -3.71
H 5.80 -8.16 -2.02
H 3.62 -8.76 -1.56
C -6.49 -0.82 -2.88
C -5.18 -0.05 -2.91
O -5.41 1.33 -2.62
H -7.20 -0.40 -3.60
H -6.34 -1.87 -3.10
H -6.96 -0.74 -1.89
H -4.72 -0.12 -3.90
H -4.48 -0.46 -2.18
H -5.80 1.38 -1.75
C -7.95 4.39 -1.89
C -8.35 4.26 -3.35
O -7.21 4.25 -4.19
H -7.37 5.31 -1.74
H -8.82 4.41 -1.24
H -7.31 3.56 -1.60
H -8.97 5.11 -3.65
H -8.92 3.34 -3.51
H -6.66 3.50 -3.93
C -0.35 -0.74 13.81
C -0.41 -2.10 13.13
O 0.74 -2.33 12.33
H -0.26 0.05 13.07
H -1.24 -0.56 14.41
H 0.53 -0.68 14.45
H -1.28 -2.15 12.47
H -0.50 -2.90 13.87
H 1.51 -2.29 12.91
C 5.60 -0.36 6.96
C 4.71 -0.03 8.15
O 4.74 -1.08 9.12
H 5.28 -1.30 6.50
H 5.57 0.43 6.21
H 6.63 -0.50 7.29
H 3.68 0.08 7.82
H 5.03 0.90 8.62
H 5.65 -1.17 9.41


Strongest force on any atom across the listed records, respectively: 0.0771; 0.0589; 0.0408 hartree/bohr.